Here is a cluster of 4 separate species, C6H21O7P in total in a non-equilibrium geometry from the OMol25 dataset. Energies are from wB97M-V/def2-TZVPD.

```
! wB97M-V def2-TZVPD RIJCOSX def2/J DEFGRID3
* xyz 0 1
C 25.889 13.387 -12.350
O 24.588 13.043 -12.838
P 24.207 11.489 -13.057
O 23.673 10.805 -11.875
O 25.508 10.762 -13.664
C 26.190 11.340 -14.776
O 23.255 11.500 -14.339
C 22.026 12.245 -14.301
H 25.780 13.632 -11.288
H 26.221 14.335 -12.776
H 26.626 12.603 -12.486
H 25.989 10.745 -15.669
H 27.261 11.219 -14.592
H 25.969 12.390 -14.952
H 21.213 11.548 -14.507
H 22.061 12.964 -15.118
H 21.836 12.719 -13.340
C 23.044 5.238 -9.348
O 22.997 4.556 -8.123
H 24.050 5.454 -9.738
H 22.505 4.713 -10.139
H 22.697 6.265 -9.218
H 23.463 3.722 -8.216
C 22.960 3.212 -13.906
O 23.006 2.550 -12.582
H 23.985 3.125 -14.268
H 22.186 2.720 -14.486
H 22.752 4.255 -13.668
H 22.291 1.912 -12.570
C 22.786 7.849 -12.598
O 22.213 6.622 -13.045
H 23.243 7.839 -11.606
H 23.492 8.249 -13.319
H 21.943 8.548 -12.515
H 21.785 6.184 -12.305
*
```

**SMILES**: COP(=O)(OC)OC.CO.CO.CO
**Relative energy (zero: lowest compared OMol25 entry of this formula, charge and spin)**: 0.909 eV
**LUMO**: 0.706 eV
**Energy**: -30184.172 eV
**Orbital gap**: 10.55 eV